Formula: C10H2ClF5OPtS4
Source: OMol25
Level of theory: ωB97M-V/def2-TZVPD

Strongest force on any atom ... 0.0128 hartree/bohr
Electronic energy ... -85149.538 eV
LUMO ... 4.90 eV
Charge ... -2
HOMO level ... -0.59 eV
HOMO-LUMO gap ... 5.50 eV

Structure (XYZ):
```
24
Properties=species:S:1:pos:R:3:lowdin_charge:R:1
Pt -0.622 0.493 -0.466 0.573
O -3.944 3.179 4.911 -0.141
C -3.277 2.803 3.966 -1.079
S -1.765 1.912 4.111 0.898
C -1.413 1.744 2.396 -1.212
C -2.325 2.270 1.554 -1.177
S -2.134 2.251 -0.187 0.404
S -3.715 3.058 2.280 0.901
S 0.056 0.936 1.916 0.396
F 2.371 1.303 -0.615 0.027
C 2.282 -0.021 -0.860 -0.274
C 1.032 -0.627 -1.010 -0.199
C 1.130 -1.983 -1.302 -0.250
F 0.025 -2.727 -1.521 0.017
C 2.322 -2.685 -1.404 -0.164
F 2.334 -4.008 -1.689 0.068
C 3.522 -2.031 -1.222 -0.166
F 4.696 -2.694 -1.330 0.069
C 3.497 -0.677 -0.952 -0.165
F 4.668 -0.017 -0.803 0.070
Cl -2.777 -1.745 -1.075 0.321
C -1.865 -0.334 -1.841 -0.823
H -2.667 0.353 -2.107 -0.066
H -1.431 -0.753 -2.748 -0.028
```